Formula: C6H11N
Source: the OMol25 dataset
Level of theory: wB97M-V/def2-TZVPD

Structure (XYZ):
```
18
Properties=species:S:1:pos:R:3:lowdin_charge:R:1
C 1.3981 -1.6680 -1.7200 0.00
C 1.5375 -1.0542 -0.5173 -0.17
C 0.5555 -0.0442 -0.0349 -0.35
N 0.9435 1.3293 -0.3284 0.02
C -0.2622 -0.2960 0.9994 -0.11
C -1.6973 -0.0432 1.2057 -0.24
C -2.1196 1.3023 0.4976 -0.13
H 2.0142 -2.6601 -1.7939 0.08
H 0.9776 -1.1813 -2.6972 0.09
H 2.1852 -1.2960 0.2218 0.06
H 0.5437 1.8868 -1.1158 0.07
H 2.0585 1.4000 -0.5499 0.14
H 0.1768 -1.1258 1.6499 0.12
H -2.4325 -0.7352 0.7171 0.12
H -1.9606 -0.0555 2.2750 0.10
H -3.1355 1.7143 0.5664 0.06
H -1.5821 2.0750 1.0388 0.06
H -1.9223 1.4923 -0.5968 0.08
```

## Properties
E: -289.8066 a.u.
Total charge: 0
Multiplicity: 1
HOMO energy: -7.7112 eV
Relative energy (zero: lowest compared OMol25 entry of this formula, charge and spin): 103.6 kcal per mole
Kohn-Sham gap: 0.3057 Ha
SMILES: C=C/C(N)=C/CC

Formula: C17H18Cl20FN2O5
Source: the OMol25 dataset
Level of theory: wB97M-V/def2-TZVPD

Structure (XYZ):
```
63
Properties=species:S:1:pos:R:3:lowdin_charge:R:1
C 3.4286 -1.2117 2.8995 0.02
C 3.0761 -0.4683 2.0244 -0.17
N 2.7115 0.3561 0.9903 0.02
C 2.9749 1.7451 1.3966 -0.17
O 2.3795 2.0711 2.6385 -0.12
O 1.5440 3.2118 2.4353 -0.03
C 1.2787 0.1300 0.6693 -0.37
F 0.5227 -0.0052 1.8309 0.04
C 1.1499 -1.2190 -0.0742 -0.12
C -0.1384 -1.3715 -0.8746 -0.18
C -1.4126 -1.1717 -0.0479 -0.18
C -2.6403 -1.6514 -0.8439 -0.17
N -3.9057 -0.9953 -0.5014 -0.13
C -4.3504 -1.2456 0.8710 -0.11
C -3.8924 0.3858 -0.8803 -0.47
C -3.4375 1.4567 0.0934 -0.02
O -4.2357 0.6981 -1.9962 0.09
C 0.7205 1.3028 -0.1999 -0.66
O 1.2024 1.4350 -1.3454 -0.05
O -0.1469 2.0104 0.3536 -0.03
H 3.6568 -1.6177 3.8546 0.02
H 2.6569 2.4455 0.6295 0.13
H 4.0579 1.8443 1.5169 0.13
H 0.6580 2.8137 2.4138 0.09
H 1.9819 -1.2478 -0.7774 0.04
H 1.3148 -2.0510 0.6128 0.12
H -0.1597 -0.7242 -1.7501 0.11
H -0.1675 -2.4016 -1.2584 0.12
H -1.3390 -1.7228 0.8933 0.11
H -1.4936 -0.1209 0.2164 0.08
H -2.7398 -2.7366 -0.7522 0.12
H -2.4400 -1.4712 -1.9036 0.12
H -4.8766 -0.3761 1.2518 0.04
H -5.0721 -2.0676 0.8423 0.06
H -3.5524 -1.5460 1.5558 0.08
H -2.4050 1.7069 -0.1692 0.06
H -4.0395 2.3527 -0.0356 0.06
H -3.4494 1.1212 1.1278 0.07
C 4.7819 -1.2049 -2.7990 -2.02
Cl 6.3187 -0.6136 -2.1405 0.50
Cl 3.5143 -0.0245 -2.4719 0.58
Cl 4.9769 -1.4850 -4.5358 0.50
Cl 4.3687 -2.7362 -2.0106 0.52
C 1.5764 0.3939 -6.9788 -2.05
Cl 0.0953 -0.5370 -7.2412 0.52
Cl 1.2934 2.0809 -7.4287 0.52
Cl 2.0513 0.2972 -5.2909 0.51
Cl 2.8689 -0.2704 -7.9976 0.50
C -5.9671 -2.1140 4.7291 -2.05
Cl -4.6238 -2.4136 5.8363 0.52
Cl -7.4858 -2.0966 5.6381 0.51
Cl -5.7382 -0.5550 3.9360 0.56
Cl -6.0261 -3.3964 3.5167 0.53
C 7.4719 -3.0680 1.9633 -2.04
Cl 5.8466 -2.5708 2.4423 0.58
Cl 8.2631 -3.9340 3.2954 0.50
Cl 7.3793 -4.1327 0.5526 0.50
Cl 8.4281 -1.6386 1.5520 0.51
C -3.7563 6.0654 -0.4558 -2.06
Cl -3.1624 7.5958 -1.1225 0.50
Cl -2.4696 4.8725 -0.4596 0.58
Cl -4.3178 6.3351 1.2030 0.50
Cl -5.1080 5.4863 -1.4392 0.51
```

## Properties
E: -10447.8521 a.u.
Total charge: -1
Multiplicity: 1
HOMO energy: -6.0618 eV
Kohn-Sham gap: 0.2824 Ha

Formula: C4H6N2O
Source: the OMol25 dataset
Level of theory: wB97M-V/def2-TZVPD

Structure (XYZ):
```
13
Properties=species:S:1:pos:R:3:lowdin_charge:R:1
C -1.4921 1.3378 -0.6626 -0.05
C -0.3786 0.4557 -0.1995 -0.36
C 0.9070 0.7851 0.0950 -0.06
N 1.5424 -0.4199 0.4417 0.11
C 0.5687 -1.3564 0.3593 -0.49
O 0.9082 -2.6149 0.6759 0.10
N -0.5909 -0.9107 -0.0191 0.15
H -2.2773 1.3916 0.0998 0.08
H -1.9452 0.9439 -1.5782 0.08
H -1.1251 2.3494 -0.8571 0.07
H 1.4361 1.7287 0.0362 0.11
H 2.3322 -0.5392 1.0501 0.15
H 0.1147 -3.1511 0.5586 0.12
```

## Properties
E: -340.7839 a.u.
Total charge: 0
Multiplicity: 1
HOMO energy: -8.2324 eV
Relative energy (zero: lowest compared OMol25 entry of this formula, charge and spin): 6.9 kcal per mole
Kohn-Sham gap: 0.3325 Ha
SMILES: Cc1c[nH]c(O)n1

Formula: C2H2N2OS2
Source: the OMol25 dataset
Level of theory: wB97M-V/def2-TZVPD

Structure (XYZ):
```
9
Properties=species:S:1:pos:R:3:lowdin_charge:R:1
C -0.1410 0.8667 -0.2925 -0.14
C -0.5035 0.8808 1.0712 -0.64
N 0.3572 -1.2609 0.1149 -0.37
N 0.3039 -0.2811 -0.7742 -0.60
O -0.9638 1.7149 1.7916 0.03
S 0.5505 -0.6511 -2.5053 0.43
S -0.1196 -0.8398 1.6766 1.04
H -0.2570 1.7166 -0.9391 0.13
H 0.7733 -2.1461 -0.1432 0.11
```

## Properties
E: -1058.4559 a.u.
Total charge: 0
Multiplicity: 1
HOMO energy (spin up / spin down): -8.7561 / -8.7557 eV
Relative energy (zero: lowest compared OMol25 entry of this formula, charge and spin): 36.3 kcal per mole
Kohn-Sham gap (spin up / spin down): 0.2828 / 0.2828 Ha

Formula: C21H31AsF6NPtSi
Source: the OMol25 dataset
Level of theory: wB97M-V/def2-TZVPD

Structure (XYZ):
```
62
Properties=species:S:1:pos:R:3:lowdin_charge:R:1
Pt 0.1840 -0.4399 0.2880 1.00
N -0.2713 0.1843 2.3423 0.03
C 0.6023 1.2191 2.7222 -0.21
C 1.4124 1.0693 3.8387 0.01
C 2.1999 2.1242 4.2545 0.01
C 2.1973 3.3457 3.5535 -0.02
C 1.4194 3.4926 2.4387 0.00
C 0.6380 2.4157 1.9498 -0.12
C -0.0928 2.5261 0.7174 -0.16
C -0.6488 3.7886 0.3754 0.00
C -1.4156 3.9421 -0.7416 -0.01
C -1.6382 2.8362 -1.5897 0.00
C -1.0750 1.6105 -1.3146 -0.11
C -0.2812 1.4061 -0.1770 -0.27
H -0.2135 -0.6384 2.9377 0.13
H -1.2599 0.4160 2.2150 0.12
H 1.3773 0.1509 4.4110 0.14
H 2.8046 2.0206 5.1456 0.13
H 2.8209 4.1603 3.8942 0.13
H 1.4513 4.4178 1.8800 0.13
H -0.5274 4.6178 1.0585 0.13
H -1.8812 4.8937 -0.9582 0.13
H -2.2686 2.9487 -2.4626 0.13
H -1.2919 0.7795 -1.9658 0.07
C -0.0975 -1.3091 -3.3028 -0.18
Si 0.7651 -1.3812 -1.6728 0.73
C 1.7555 -2.9737 -1.5031 -0.69
C 2.8044 -2.9101 -0.3886 -0.09
C 0.6536 -3.9899 -1.1224 -0.08
C 2.4005 -3.4252 -2.8181 -0.08
C 2.9805 1.0260 -1.6798 -0.24
C 3.5548 0.0472 -2.6027 -0.01
C 2.1796 2.1201 -2.2291 0.01
C 3.5728 1.1865 -0.3477 0.01
H 0.5294 -1.5766 -4.1534 0.05
H -0.6053 -0.3730 -3.5212 0.03
H -0.8641 -2.0892 -3.2030 0.07
H 2.3962 -2.5201 0.5491 0.07
H 3.6677 -2.3007 -0.6635 0.06
H 3.1780 -3.9160 -0.1834 0.10
H 0.2167 -3.8042 -0.1454 0.05
H 1.1292 -4.9742 -1.0948 0.11
H -0.1560 -4.0410 -1.8523 0.09
H 3.1381 -2.7192 -3.2038 0.07
H 1.6600 -3.6074 -3.5968 0.09
H 2.9215 -4.3702 -2.6451 0.10
H 2.9063 -0.2213 -3.4381 0.11
H 3.9959 -0.8207 -2.1208 0.09
H 4.3850 0.6254 -3.0510 0.17
H 1.6227 1.8590 -3.1270 0.12
H 2.9520 2.8492 -2.5330 0.16
H 1.5514 2.6140 -1.4949 0.09
H 3.9926 0.2667 0.0516 0.11
H 2.8937 1.6595 0.3594 0.09
H 4.4099 1.8832 -0.5255 0.15
F -0.7409 -2.2439 1.2596 -0.40
As -2.5595 -2.4321 0.7588 0.78
F -2.8219 -2.9291 2.3628 -0.19
F -2.6668 -0.7470 1.2561 -0.27
F -4.1790 -2.4846 0.2928 -0.17
F -2.0442 -1.8421 -0.8165 -0.29
F -2.1685 -4.0110 0.2445 -0.19
```

## Properties
E: -4116.7952 a.u.
Total charge: +2
Multiplicity: 2
HOMO energy (spin up / spin down): -15.0813 / -15.2416 eV
Relative energy (zero: lowest compared OMol25 entry of this formula, charge and spin): 23.1 kcal per mole
Kohn-Sham gap (spin up / spin down): 0.2338 / 0.1999 Ha

Formula: CH5IN2O2S
Source: the OMol25 dataset
Level of theory: wB97M-V/def2-TZVPD

Structure (XYZ):
```
12
Properties=species:S:1:pos:R:3:lowdin_charge:R:1
C 0.9133 -0.9945 -0.4823 -0.19
N 1.2201 0.3867 -0.4003 -0.19
N -1.4534 -0.7739 1.2413 -0.64
O 0.5135 2.6064 0.3585 -0.36
O -1.0694 1.4476 -1.1910 -0.49
S -0.1502 1.3920 -0.0696 0.69
I -2.7472 -0.6594 -0.1750 0.94
H 1.8620 -1.3583 -0.2649 0.07
H 0.1799 -1.4124 0.1844 0.01
H 0.5771 -1.2113 -1.4826 0.08
H 1.9300 0.6431 0.2415 0.08
H -1.7757 -0.0659 2.0399 0.00
```

## Properties
E: -996.8035 a.u.
Total charge: 0
Multiplicity: 1
HOMO energy (spin up / spin down): -9.2572 / -9.1628 eV
Relative energy (zero: lowest compared OMol25 entry of this formula, charge and spin): 67.5 kcal per mole
Kohn-Sham gap (spin up / spin down): 0.2816 / 0.2606 Ha

Formula: C17H32N2O26S6
Source: the OMol25 dataset
Level of theory: wB97M-V/def2-TZVPD

Structure (XYZ):
```
83
Properties=species:S:1:pos:R:3:lowdin_charge:R:1
C 0.4412 1.1739 0.1117 0.07
N -0.0785 -0.1750 -0.2585 -0.41
O -0.6847 -0.2661 -1.3095 0.04
O 0.1054 -1.1126 0.4932 0.06
H -0.1368 1.9059 -0.4408 0.09
H 1.5126 1.1863 -0.0506 0.07
H 0.1730 1.2877 1.1608 0.08
O 0.2985 5.3507 -5.0117 -0.22
S -0.6638 4.8412 -4.0805 0.66
O -1.0536 5.6582 -2.9749 -0.23
O -1.9720 4.3547 -4.8969 -0.20
C -2.5229 3.1541 -4.3775 -0.16
C -1.3302 2.3726 -3.8479 -0.17
O -0.3240 3.3271 -3.5208 -0.20
H -3.1358 3.4373 -3.5160 0.13
H -3.1033 2.6565 -5.1460 0.13
H -0.8689 1.7530 -4.6204 0.12
H -1.5424 1.7597 -2.9742 0.12
O -4.5577 0.9025 1.5965 -0.23
S -3.6549 0.5621 0.5224 0.62
O -2.6057 1.5159 0.2794 -0.22
O -3.1355 -0.9431 0.6774 -0.21
C -4.1852 -1.8190 0.2693 -0.14
C -4.8610 -1.1056 -0.9248 -0.12
O -4.4802 0.2795 -0.8289 -0.19
H -3.7602 -2.7624 -0.0625 0.13
H -4.8163 -1.9231 1.1546 0.14
H -5.9430 -1.1894 -0.9438 0.14
H -4.4293 -1.5220 -1.8324 0.11
O -0.4396 -2.4733 5.4089 -0.23
S -0.9557 -1.2040 5.8546 0.65
O -1.0267 -0.9362 7.2604 -0.22
O -0.1556 -0.0112 5.1395 -0.21
C -0.6881 0.2272 3.8283 -0.17
C -2.0025 -0.5574 3.7087 -0.14
O -2.3488 -0.9016 5.0743 -0.19
H -0.8688 1.2923 3.7172 0.12
H 0.0764 -0.1096 3.1312 0.11
H -1.8400 -1.5356 3.2603 0.13
H -2.7637 0.0695 3.2602 0.11
O 2.9554 1.4748 -3.2332 -0.21
S 2.3080 0.4420 -3.9746 0.62
O 1.5498 0.8782 -5.0947 -0.21
O 3.3090 -0.7946 -4.2976 -0.19
C 3.4098 -1.7239 -3.2384 -0.15
C 2.2398 -1.3714 -2.2749 -0.15
O 1.4149 -0.5122 -3.0653 -0.23
H 3.3093 -2.7116 -3.6853 0.13
H 4.3443 -1.6239 -2.6882 0.11
H 2.6378 -0.7376 -1.4751 0.09
H 1.6593 -2.1672 -1.8210 0.13
O 3.8972 1.9910 3.6258 -0.21
S 2.6315 2.3123 4.1970 0.64
O 1.4526 2.3175 3.3723 -0.24
O 2.3990 1.5564 5.5902 -0.19
C 1.7325 2.4153 6.5418 -0.13
C 2.0316 3.8599 6.0907 -0.15
O 2.7935 3.7761 4.8827 -0.20
H 0.6619 2.2323 6.5087 0.12
H 2.1126 2.1849 7.5309 0.13
H 2.5646 4.5370 6.7539 0.13
H 1.1266 4.3730 5.7473 0.13
O -3.6729 -6.0802 -1.7030 -0.22
S -2.4735 -5.5418 -2.2831 0.64
O -1.2752 -6.3253 -2.2459 -0.22
O -2.8209 -5.0071 -3.7501 -0.20
C -1.8320 -4.0340 -4.1143 -0.13
C -1.7332 -3.1824 -2.8345 -0.14
O -2.0865 -4.0519 -1.7318 -0.22
H -0.8934 -4.5887 -4.1583 0.13
H -2.1212 -3.4609 -4.9837 0.14
H -2.3910 -2.3209 -2.7273 0.11
H -0.7206 -2.8761 -2.5736 0.12
C 5.0285 0.0467 -0.6441 -0.10
C 3.9855 0.6997 0.0806 -0.13
C 3.5203 -0.1199 1.0592 -0.14
N 4.1798 -1.3170 0.9005 0.03
C 5.1362 -1.2029 -0.0681 -0.14
H 5.6487 0.5122 -1.3891 0.10
H 3.6683 1.7155 -0.1073 0.11
H 2.7352 0.0451 1.7753 0.10
H 4.0517 -2.1486 1.4466 0.15
H 5.8534 -1.9899 -0.2317 0.11
```

## Properties
E: -5121.5837 a.u.
Total charge: 0
Multiplicity: 1
HOMO energy: -8.8389 eV
Relative energy (zero: lowest compared OMol25 entry of this formula, charge and spin): 0.0 kcal per mole
Kohn-Sham gap: 0.3208 Ha
SMILES: C[N+](=O)[O-].O=S1(=O)OCCO1.O=S1(=O)OCCO1.O=S1(=O)OCCO1.O=S1(=O)OCCO1.O=S1(=O)OCCO1.O=S1(=O)OCCO1.c1cc[nH]c1

Formula: C5H8N
Source: the OMol25 dataset
Level of theory: wB97M-V/def2-TZVPD

Structure (XYZ):
```
14
Properties=species:S:1:pos:R:3:lowdin_charge:R:1
C -2.2193 -0.2557 0.5954 -0.02
C -2.7695 0.3891 -0.2481 0.03
C 1.1511 1.7660 -0.1033 0.15
C 1.1652 0.5128 0.3798 -0.13
C 0.8654 -0.5945 -0.4598 -0.09
N 0.8477 -1.8221 -0.0615 0.23
H -1.8344 -0.7488 1.4387 0.02
H 1.3750 2.6186 0.5174 0.09
H 0.9137 1.9688 -1.1350 0.09
H 1.4016 0.3163 1.4178 0.12
H 0.6374 -0.3938 -1.5035 0.16
H -3.2162 0.8967 -1.0524 0.02
H 0.6218 -2.5851 -0.6901 0.16
H 1.0604 -2.0682 0.9048 0.16
```

## Properties
E: -249.7123 a.u.
Total charge: +1
Multiplicity: 1
HOMO energy: -14.1936 eV
Relative energy (zero: lowest compared OMol25 entry of this formula, charge and spin): 70.8 kcal per mole
Kohn-Sham gap: 0.3200 Ha